Model one:
An isolated ion of composition C5H8N and charge +1. Source: OMol25; level of theory: ωB97M-V with the def2-TZVPD basis set.

Each atom is followed by the atoms it is bonded to, with distances in Å.
Geometry (Å):
1 C -1.5889 -1.0633 -0.5483  C2 1.315, C4 1.379, H7 1.199
2 C -2.4990 -1.8774 -1.0375  C1 1.315, H8 1.032
3 C -0.3126 1.2829 0.6897  N6 1.307, H9 1.029, H10 1.068
4 C -0.2404 -0.8014 -0.4317  C1 1.379, N6 1.401, H11 1.118
5 C 1.7928 0.3948 0.2028  N6 1.430, H12 1.076, H13 1.105, H14 1.095
6 N 0.3700 0.2574 0.2535  C3 1.307, C4 1.401, C5 1.430
7 H -2.5737 -0.7513 0.0604  C1 1.199
8 H -2.9505 -2.0505 -1.9493  C2 1.032
9 H -0.0215 2.0411 1.3212  C3 1.029
10 H -1.3399 1.5067 0.4997  C3 1.068
11 H 0.2994 -1.7440 -0.6947  C4 1.118
12 H 1.9866 1.1883 -0.4978  C5 1.076
13 H 2.1040 -0.5559 -0.2676  C5 1.105
14 H 2.3982 0.5636 1.0998  C5 1.095

The charge is +1.



Model two:
A 2-piece molecular cluster, C5H8N overall. Source: OMol25; level of theory: ωB97M-V with the def2-TZVPD basis set.

Each atom is followed by the atoms it is bonded to, with distances in Å.
Geometry (Å):
1 C 1.5224 1.1134 0.5014  C2 1.191, C4 1.401
2 C 0.6604 0.4597 0.0025  C1 1.191
3 C -2.1760 -0.4910 0.5391  N6 1.242, H7 1.035, H8 1.098
4 C 2.4879 1.9699 1.0458  C1 1.401, H9 1.191, H10 1.216, H11 1.008
5 C -1.2665 -1.4169 -1.5426  N6 1.419, H12 1.087, H13 1.081, H14 1.123
6 N -1.2974 -0.7166 -0.3092  C3 1.242, C5 1.419
7 H -3.0156 -1.0669 0.7258  C3 1.035
8 H -1.8950 0.2350 1.3136  C3 1.098
9 H 1.9548 3.0329 1.1030  C4 1.191
10 H 2.8034 1.5148 2.1280  C4 1.216
11 H 3.3068 2.0949 0.4718  C4 1.008
12 H -0.3881 -1.9928 -1.8235  C5 1.087
13 H -1.2728 -0.6076 -2.2588  C5 1.081
14 H -2.1470 -2.1031 -1.6652  C5 1.123

The charge is +1.



Model three:
An isolated ion of composition C5H8N and charge +1. Source: OMol25; level of theory: ωB97M-V with the def2-TZVPD basis set.

Each atom is followed by the atoms it is bonded to, with distances in Å.
Geometry (Å):
1 C -1.3461 -1.0933 -0.0945  C2 1.421, C3 1.483, C4 1.807, H7 1.101
2 C -0.8090 -0.0652 -0.9153  C1 1.421, C4 1.857, N6 1.535
3 C -0.8983 -1.0885 1.3198  C1 1.483, C4 1.550, H8 1.134, H9 1.052
4 C 0.3046 -0.6148 0.4651  C1 1.807, C2 1.857, C3 1.550, N6 1.531, H10 1.051
5 C 1.2339 1.3148 -0.9986  N6 1.542, H11 1.071, H12 1.139, H13 1.059
6 N 0.1178 0.8110 -0.0616  C2 1.535, C4 1.531, C5 1.542, H14 1.044
7 H -1.8468 -1.9943 -0.4815  C1 1.101
8 H -1.3486 -0.1371 1.7408  C3 1.134
9 H -0.8457 -1.9540 1.9153  C3 1.052
10 H 1.1406 -1.1163 0.0732  C4 1.051
11 H 1.3294 0.7584 -1.9084  C5 1.071
12 H 1.1553 2.4327 -1.1999  C5 1.139
13 H 2.1238 1.2282 -0.4307  C5 1.059
14 H -0.3109 1.5182 0.5763  N6 1.044

The charge is +1.



Quick look at relative energies in eV: model one 0.851; model two 2.556; model three 0.000.



Model one:
One molecule with the formula C2H6N2S. Source: OMol25; level of theory: ωB97M-V with the def2-TZVPD basis set.

Each atom is followed by the atoms it is bonded to, with distances in Å.
Geometry (Å):
1 C -0.1543 1.6107 0.0167  C2 1.495, H3 1.093, H4 1.084, H5 1.101
2 C 0.1464 0.1458 0.0190  C1 1.495, N9 1.359, S11 1.655
3 H 0.4970 2.1004 -0.7120  C1 1.093
4 H 0.1291 1.9996 0.9877  C1 1.084
5 H -1.2100 1.8682 -0.1636  C1 1.101
6 H -0.5932 -1.7104 -0.1785  N9 1.017
7 H -2.6354 -0.4239 0.8127  N10 1.027
8 H -2.3181 0.3988 -0.6265  N10 1.018
9 N -0.8574 -0.7668 0.0933  C2 1.359, H6 1.017, N10 1.368
10 N -2.1763 -0.4637 -0.1052  H7 1.027, H8 1.018, N9 1.368
11 S 1.7134 -0.3849 -0.0157  C2 1.655

The SMILES is CC(=S)NN.



Model two:
One molecule with the formula C2H6N2S. Source: OMol25; level of theory: ωB97M-V with the def2-TZVPD basis set.

Each atom is followed by the atoms it is bonded to, with distances in Å.
Geometry (Å):
1 C -0.4714 1.5724 -0.0120  C2 1.697, H3 1.105, H4 1.158, H5 1.174
2 C 0.2795 0.0537 -0.1025  C1 1.697, N9 1.353, S11 1.577
3 H 0.2104 2.4198 -0.2073  C1 1.105
4 H -1.0292 1.7399 0.9892  C1 1.158
5 H -1.3947 1.6592 -0.7320  C1 1.174
6 H -0.4201 -1.8955 0.1244  N9 1.132
7 H -2.2933 -0.2245 1.0393  N10 1.078
8 H -2.4055 0.4716 -0.3274  N10 1.178
9 N -0.7226 -0.8516 -0.1915  C2 1.353, H6 1.132, N10 1.547
10 N -2.2365 -0.6333 0.0431  H7 1.078, H8 1.178, N9 1.547
11 S 1.8248 -0.2208 0.0525  C2 1.577

The SMILES is CC(=S)NN.



Quick look at relative energies in eV: model one 0.000; model two 1.964.



Model one:
One molecule with the formula C2H6N2S. Source: OMol25; level of theory: ωB97M-V with the def2-TZVPD basis set.

Each atom is followed by the atoms it is bonded to, with distances in Å.
Geometry (Å):
1 C -2.0227 0.4396 0.0976  H3 1.136, H4 1.100, H5 1.104, S11 1.783
2 C 1.5490 -0.1388 -0.3037  H7 1.097, N9 1.410, N10 1.262
3 H -2.3470 0.4271 1.1867  C1 1.136
4 H -1.5827 1.3804 -0.2661  C1 1.100
5 H -2.9901 0.2194 -0.3860  C1 1.104
6 H 0.6772 -1.1606 1.2403  N9 0.996
7 H 1.1742 0.4681 -1.1370  C2 1.097
8 H 3.3566 0.2410 -0.6355  N10 1.062
9 N 0.4513 -0.6740 0.4007  C2 1.410, H6 0.996, S11 1.644
10 N 2.7437 -0.2272 0.0938  C2 1.262, H8 1.062
11 S -1.0094 -0.9751 -0.2907  C1 1.783, N9 1.644

The SMILES is [H]/N=C/NSC.



Model two:
One molecule with the formula C2H6N2S. Source: OMol25; level of theory: ωB97M-V with the def2-TZVPD basis set.

Each atom is followed by the atoms it is bonded to, with distances in Å.
Geometry (Å):
1 C -0.6232 1.2500 -0.1763  C2 1.520, H3 1.049, H4 1.179, H5 1.020
2 C -0.6153 -0.2663 -0.0735  C1 1.520, N9 1.268, N10 1.409
3 H -0.0316 1.6527 -0.9439  C1 1.049
4 H 0.1523 1.6178 0.6324  C1 1.179
5 H -1.5933 1.5519 -0.0829  C1 1.020
6 H -1.2776 -2.0152 -0.0155  N9 1.096
7 H 0.5239 -1.8591 -0.0916  N10 1.011
8 H 2.2488 0.1688 1.1931  S11 1.356
9 N -1.6513 -0.9867 0.0467  C2 1.268, H6 1.096
10 N 0.6073 -0.8947 -0.3822  C2 1.409, H7 1.011, S11 1.806
11 S 2.2598 -0.2192 -0.1065  H8 1.356, N10 1.806

The SMILES is [H]/N=C(/C)NS.



Quick look at relative energies in eV: model one 0.000; model two 0.620.



Model one:
One molecule with the formula C2H5NO3. Source: OMol25; level of theory: ωB97M-V with the def2-TZVPD basis set.

Each atom is followed by the atoms it is bonded to, with distances in Å.
Geometry (Å):
1 C 0.2693 -0.4001 0.2478  C2 1.510, H5 1.241, H6 0.984, O9 1.357
2 C -1.1284 0.0908 -0.0444  C1 1.510, O10 1.316, O11 1.257
3 H 2.9137 -0.3521 -0.9597  N8 1.123
4 H 2.9241 0.2088 0.6869  N8 0.832
5 H 0.5231 -1.4856 -0.2968  C1 1.241
6 H 0.3153 -0.6030 1.2091  C1 0.984
7 H -1.7873 -1.8656 -0.1186  O10 1.122
8 N 2.5378 -0.2245 0.0913  H3 1.123, H4 0.832, O9 1.495
9 O 1.2304 0.4010 -0.2773  C1 1.357, N8 1.495
10 O -2.1057 -0.7898 -0.0857  C2 1.316, H7 1.122
11 O -1.3121 1.3294 0.0655  C2 1.257

The SMILES is NOCC(=O)O.



Model two:
One molecule with the formula C2H5NO3. Source: OMol25; level of theory: ωB97M-V with the def2-TZVPD basis set.

Each atom is followed by the atoms it is bonded to, with distances in Å.
Geometry (Å):
1 C 0.6181 0.0429 -0.2375  N2 1.411, O4 1.365, O5 1.364, H10 1.271
2 N -0.3131 0.1768 0.8141  C1 1.411, C3 1.444, H9 1.010
3 C -1.5643 -0.0365 0.1253  N2 1.444, O6 1.215, H11 1.105
4 O 1.5066 1.0774 -0.3061  C1 1.365, H7 0.966
5 O 1.2026 -1.1861 -0.3301  C1 1.364, H8 0.976
6 O -1.9310 -1.0842 -0.3684  C3 1.215
7 H 2.1387 0.9132 -1.0183  O4 0.966
8 H 1.1185 -1.6250 0.5373  O5 0.976
9 H -0.2069 0.9951 1.3973  N2 1.010
10 H -0.2672 0.0501 -1.1491  C1 1.271
11 H -2.3019 0.6763 0.5353  C3 1.105

The SMILES is O=CNC(O)O.



Quick look at relative energies in eV: model one 3.083; model two 0.000.